{
  "formula": "C4H8N2O",
  "method": "ωB97M-V/def2-TZVPD",
  "homo_lumo_gap_ev": 10.51,
  "e_tot_ha": -341.958511,
  "multiplicity": 1,
  "lumo_energy_ev": 1.0,
  "smiles": "C[C@@]1(C(N)=O)CN1",
  "e_homo_ev": -9.518,
  "total_charge": 0,
  "largest_force_ev_per_a": 0.53,
  "species": ["C", "C", "C", "N", "O", "C", "N", "H", "H", "H", "H", "H", "H", "H", "H"],
  "coordinates": [[1.37945, 1.02645, 0.01082], [0.10048, 0.23085, -0.14174], [-0.76528, 0.17872, 1.10070], [-1.70239, -0.81715, 1.09419], [-0.60136, 0.95982, 2.01431], [-0.49708, 0.09592, -1.49649], [0.11363, -1.05423, -0.83693], [1.94796, 1.05294, -0.92750], [1.15843, 2.05539, 0.30582], [2.01455, 0.59426, 0.78967], [-1.58679, -1.57857, 0.43956], [-2.19415, -0.99894, 1.95560], [-1.58141, 0.05075, -1.58649], [-0.00223, 0.59316, -2.33162], [1.06517, -1.28452, -1.10475]],
  "forces_ev_per_angstrom": [[0.0, 0.0, 0.0], [0.1, 0.1, 0.2], [-0.1, -0.2, -0.2], [0.0, 0.1, 0.1], [-0.2, 0.1, 0.1], [-0.2, 0.1, -0.1], [0.3, -0.2, 0.0], [-0.2, -0.1, 0.1], [0.0, -0.2, 0.0], [-0.1, 0.0, -0.1], [0.1, 0.2, 0.1], [0.1, 0.1, -0.1], [0.2, -0.1, 0.0], [0.1, -0.1, 0.3], [-0.2, 0.2, -0.5]]
}

---

{
  "formula": "C4H8N2O",
  "method": "ωB97M-V/def2-TZVPD",
  "homo_lumo_gap_ev": 10.36,
  "e_tot_ha": -341.807519,
  "multiplicity": 1,
  "lumo_energy_ev": 1.1,
  "smiles": "[H]/N=C/ONC1CC1",
  "e_homo_ev": -9.274,
  "total_charge": 0,
  "largest_force_ev_per_a": 3.56,
  "species": ["H", "N", "C", "O", "N", "C", "C", "C", "H", "H", "H", "H", "H", "H", "H"],
  "coordinates": [[2.90588, -1.33970, 0.64686], [2.18100, -0.64768, 0.61946], [1.87900, -0.33945, -0.56810], [1.11556, 0.68197, -0.93680], [0.12920, 1.48531, -0.15834], [-1.12253, 0.83454, 0.04557], [-1.41847, -0.42507, -0.58295], [-1.33539, -0.32376, 0.95884], [2.27606, -0.61455, -1.62430], [0.64268, 1.81952, 0.72142], [-1.83565, 1.66029, 0.10110], [-0.50520, -0.80011, -1.16158], [-2.34254, -0.49183, -1.02792], [-2.21508, -0.69356, 1.67030], [-0.35452, -0.80591, 1.29643]],
  "forces_ev_per_angstrom": [[0.2, -0.5, 0.0], [-0.6, 0.3, -0.7], [1.3, 0.4, -0.5], [-2.1, 1.6, -0.5], [3.2, 0.2, 1.0], [-0.5, 2.2, 1.6], [2.7, -0.9, -0.1], [0.9, -3.3, 1.2], [-0.1, -0.4, 2.0], [-1.0, -1.1, -1.5], [-0.3, -0.5, -0.3], [-1.9, 0.0, 1.0], [-1.9, -0.5, -1.0], [1.7, 1.6, -1.9], [-1.5, 0.9, -0.3]]
}

---

{
  "formula": "C4H8N2O",
  "method": "ωB97M-V/def2-TZVPD",
  "homo_lumo_gap_ev": 9.68,
  "e_tot_ha": -341.813613,
  "multiplicity": 1,
  "lumo_energy_ev": 0.6,
  "e_homo_ev": -9.067,
  "total_charge": 0,
  "largest_force_ev_per_a": 1.25,
  "species": ["N", "C", "O", "C", "N", "C", "C", "H", "H", "H", "H", "H", "H", "H", "H"],
  "coordinates": [[-0.48501, 1.02789, 0.00573], [-0.56159, 0.76185, 1.32435], [-0.94391, 1.46534, 2.25500], [-0.08877, -0.65992, 1.55673], [0.52574, -1.15732, 0.34859], [1.47702, -0.54740, -0.59738], [0.01703, -0.65904, -0.79111], [-0.75147, 2.01056, -0.16527], [-1.05222, 0.97346, -2.19436], [0.59173, -0.72272, 2.39618], [-0.97367, -1.27709, 1.74334], [1.73205, 0.50478, -0.63105], [2.26472, -1.24310, -0.87769], [-1.10419, 0.72060, -2.89048], [-0.64745, -1.19789, -1.48256]],
  "forces_ev_per_angstrom": [[-0.1, -0.8, -0.1], [0.0, -0.4, -0.1], [0.2, 0.0, -0.6], [0.1, -0.2, 0.4], [0.0, -0.3, 0.2], [0.2, 0.3, 0.1], [-0.4, 1.1, 0.4], [0.0, -1.0, -0.8], [-0.1, 0.1, -0.3], [0.0, 0.0, 0.2], [0.2, 0.0, 0.2], [0.4, 0.0, 0.7], [-0.5, 0.0, -0.5], [0.0, 0.1, -0.1], [-0.1, 1.1, 0.4]]
}